1.
Here is a gas-phase ion, C13H12NO (charge +1) in a non-equilibrium geometry from OMol25. Energies are from ωB97M-V with the def2-TZVPD basis set.

## Properties
- HOMO: -12.29 eV
- Kohn-Sham gap: 8.690 eV
- Calculated total energy: -17203.342 eV
- Structure (SMILES): O[C@@]12[NH2+]C=CC1=CC=Cc1ccccc12
- ΔE to the lowest compared entry with this formula, charge and spin: 37.9 kcal/mol

ORCA input file:
```
! RIJCOSX wB97M-V def2-TZVPD def2/J DEFGRID3
* xyz 1 1
H 1.763 -2.466 -1.533
H -2.866 2.658 -0.719
H -0.517 2.515 -0.014
H 2.336 1.757 1.409
C -2.388 1.673 -0.502
H -3.267 -1.585 -0.321
N 1.671 1.587 0.539
C -2.545 -0.744 -0.200
C -3.112 0.545 -0.483
C 1.641 -0.593 -0.447
C 1.335 -1.860 -0.681
C -0.830 -2.291 0.350
C 0.888 0.298 0.880
O 1.218 -0.028 2.205
C 2.389 1.574 -0.700
H 3.062 -0.007 -2.000
C 0.361 -2.664 0.007
H 0.467 -0.280 2.759
H 3.023 2.420 -0.953
H 0.969 2.293 0.447
C -0.483 0.282 0.390
C -1.073 1.519 0.060
H -1.454 -3.015 0.854
C -1.307 -0.865 0.332
H 0.441 -3.703 0.130
C 2.506 0.341 -1.145
H -4.228 0.637 -0.664
*
```

***

2.
Here is a molecular structure, C13H13AgNO2P from OMol25. Energies are from ωB97M-V with the def2-TZVPD basis set.

## Properties
- HOMO: -8.70 eV
- Kohn-Sham gap: 9.056 eV
- Calculated total energy: -32563.200 eV

ORCA input file:
```
! RIJCOSX wB97M-V def2-TZVPD def2/J DEFGRID3
* xyz 0 1
C -2.488 -0.220 -2.258
C 0.823 -2.465 0.033
C -1.247 0.869 3.747
C -0.256 -0.224 -1.352
H -0.202 -2.813 0.163
H -0.021 1.942 0.781
C -2.015 0.392 -3.414
C -0.929 -0.475 3.648
H -0.302 1.188 -4.431
H 1.206 -2.840 -0.915
C -0.921 1.737 2.710
C -0.671 0.703 -3.537
C -1.612 -0.525 -1.231
H -1.988 -0.984 -0.323
H 1.260 0.652 -2.598
Ag 3.030 0.312 -0.271
O 5.148 0.892 -0.032
H -1.747 1.245 4.629
H -0.047 -2.011 2.452
H -3.540 -0.453 -2.158
H -1.165 2.788 2.784
H -1.177 -1.154 4.453
C 0.209 0.397 -2.506
C -0.277 1.258 1.583
N 5.274 1.754 -0.942
C 0.040 -0.096 1.473
P 0.907 -0.649 -0.025
H -2.701 0.633 -4.215
O 4.244 1.957 -1.594
C -0.288 -0.958 2.513
H 1.452 -2.852 0.833
*
```